1.
109
Properties=species:S:1:pos:R:3:forces:R:3:lowdin_charge:R:1 method="wB97M-V/def2-TZVPD" homo_lumo_gap_ev=8.1 e_above_lowest_kcal_mol=20.3 charge=+2 lumo_energy_ev=-5.2
C 2.515 -4.691 1.971 0.0 0.0 0.0 -0.05
H -0.760 0.440 -3.345 0.0 0.0 0.0 0.11
H -3.947 4.477 -0.951 0.0 0.1 0.0 0.13
C -1.747 2.566 -1.443 0.0 0.0 0.1 -0.36
C 1.987 5.096 -2.533 0.0 0.0 0.0 -0.05
H 0.460 -2.877 -2.688 0.0 0.0 0.0 0.09
O -2.243 -0.933 2.565 0.0 0.1 -0.1 -0.27
C 1.427 -1.174 5.978 0.0 0.0 0.0 -0.03
H -3.287 -5.960 -3.596 0.0 0.0 0.0 0.11
C 1.954 4.250 -1.431 0.0 0.0 0.0 -0.07
C 1.727 -0.940 4.640 0.0 0.0 0.1 0.01
N -1.655 3.157 -0.227 0.0 -0.2 0.2 0.09
C 2.269 3.870 3.718 0.0 0.0 0.0 -0.04
C -4.855 -2.997 1.200 0.0 -0.1 0.0 -0.06
P -1.097 -3.012 -0.272 0.3 0.3 -1.2 0.84
C -2.360 4.735 -2.365 0.1 0.0 0.0 -0.11
H 0.243 -3.926 -4.904 0.0 0.0 0.0 0.11
C -0.355 -3.564 -2.882 0.0 0.1 0.1 -0.11
H 0.381 3.918 0.920 -0.1 0.0 -0.1 0.07
H 3.692 1.384 1.915 0.0 0.0 0.0 0.11
C 0.440 -3.480 1.955 0.0 0.0 -0.1 -0.09
H -2.998 3.263 -4.363 0.0 0.0 0.0 0.13
H 2.224 4.637 -0.458 0.0 0.0 0.0 0.10
C 4.191 -1.226 -1.721 0.0 0.0 0.0 -0.05
H -2.014 -0.488 -2.542 0.0 -0.1 0.1 0.09
C -1.275 -3.851 -1.868 0.0 -0.1 0.0 -0.28
H 3.153 -5.492 0.088 0.0 0.0 0.0 0.11
C -2.462 -5.290 -3.397 0.0 0.0 0.0 -0.06
H 3.917 2.545 4.076 0.0 0.0 0.0 0.12
C 3.141 2.843 3.385 0.0 0.0 0.0 -0.04
H 0.607 5.070 3.083 0.0 0.0 0.0 0.12
C -2.267 2.672 -3.815 0.0 0.0 0.0 -0.11
N -1.464 1.257 -1.519 -0.4 0.4 -0.2 -0.09
H -3.785 -5.860 2.666 0.0 0.0 0.0 0.11
C -3.756 -4.957 2.074 0.1 0.0 0.0 -0.05
C 5.588 0.624 -1.062 -0.1 0.0 0.0 -0.05
H -1.658 2.527 0.566 -0.1 0.2 0.0 0.10
C 0.812 -0.089 2.398 -0.4 0.2 0.7 -0.54
H -1.716 -5.239 1.482 0.0 0.0 0.0 0.12
H 2.704 -1.152 4.228 0.0 0.0 0.0 0.13
C 5.447 -0.647 -1.604 0.0 0.0 0.0 -0.05
O -2.389 1.434 3.245 0.2 0.1 -0.1 -0.26
C 2.027 2.583 1.268 0.1 -0.2 0.2 -0.36
P 1.763 1.680 -0.263 -0.1 0.2 -0.6 1.07
C -2.559 -3.436 0.650 0.0 0.1 0.2 -0.34
C 0.318 -3.706 0.582 0.1 -0.1 0.2 -0.29
H -1.820 -0.125 6.082 0.0 -0.1 0.0 0.13
C -2.054 4.544 0.056 0.1 0.0 0.0 -0.15
C 3.070 -0.533 -1.295 0.0 0.0 0.1 -0.09
C 1.154 3.616 1.609 0.1 0.0 0.1 -0.11
C 1.360 3.270 -3.964 0.0 0.0 0.0 -0.07
H 6.322 -1.190 -1.933 0.0 0.0 0.0 0.12
C -2.731 1.248 -3.621 0.0 0.0 0.1 -0.13
C 1.694 4.609 -3.797 0.0 0.0 0.0 -0.05
C -3.696 -2.641 0.535 0.0 0.0 0.0 -0.09
H -5.787 -4.426 2.497 0.0 0.0 0.0 0.11
C 4.470 1.330 -0.645 0.1 -0.1 -0.2 -0.07
H -5.738 -2.379 1.119 0.0 0.0 0.0 0.11
N -0.324 0.627 1.976 -0.3 -0.9 -0.1 -0.19
C -0.482 -4.144 -4.131 0.0 0.0 0.0 -0.07
H -1.653 -5.446 -5.373 0.0 0.0 0.0 0.11
C -1.544 -5.005 -4.392 0.0 0.0 0.0 -0.06
H -3.055 -4.953 -1.368 0.0 0.0 0.0 0.11
C -0.843 -0.360 5.685 0.0 0.0 0.0 0.00
H 2.266 6.133 -2.402 0.0 0.0 0.0 0.12
H -0.033 -1.048 7.541 0.0 0.0 0.0 0.12
C 1.535 -3.974 2.644 0.0 0.0 0.0 -0.06
H -3.688 1.251 -3.096 -0.1 -0.1 -0.1 0.13
C -4.882 -4.151 1.974 0.0 0.0 0.0 -0.05
C 2.398 -4.920 0.608 0.0 0.0 0.0 -0.06
H 6.569 1.068 -0.965 0.0 0.0 0.0 0.12
H 3.365 -5.085 2.512 0.0 0.0 0.0 0.11
H -2.863 0.744 -4.577 0.0 0.0 0.0 0.13
H 2.182 -1.586 6.632 0.0 0.0 0.0 0.12
C -2.332 -4.714 -2.138 0.0 -0.1 0.1 -0.05
N -2.099 3.295 -2.497 -0.1 0.0 -0.1 0.00
H 4.583 2.328 -0.241 0.0 0.0 0.0 0.12
C 0.168 -0.873 6.493 0.0 0.0 0.0 -0.02
H 1.159 2.883 -4.954 0.0 0.0 0.0 0.12
H 1.747 5.264 -4.656 0.0 0.0 0.0 0.12
C -0.529 -0.157 4.358 0.0 0.0 0.1 -0.21
Sn -0.390 0.197 -0.114 1.2 0.9 0.7 1.21
C 1.312 2.428 -2.866 0.0 0.0 0.0 -0.10
C 1.279 4.263 2.826 0.0 0.0 0.0 -0.04
O 1.723 -0.378 1.655 0.1 -0.1 -0.4 0.02
C 3.209 0.746 -0.764 0.0 -0.2 0.3 -0.36
H -0.335 -2.932 2.482 0.0 0.0 0.0 0.11
H 2.361 4.367 4.674 0.0 0.0 0.0 0.12
H -3.014 5.027 -3.184 0.0 0.0 0.0 0.13
H 1.616 -3.813 3.711 0.0 0.0 0.0 0.11
C -3.000 5.017 -1.023 0.0 0.0 0.0 -0.14
H 2.092 -1.003 -1.354 0.0 0.0 0.0 0.08
N -0.924 -1.483 -0.722 -0.3 -1.4 0.1 -0.36
H 1.071 1.381 -3.008 0.1 0.0 0.0 0.09
S -1.599 0.263 3.032 -0.2 0.2 -0.1 0.65
C -2.589 -4.603 1.412 -0.2 0.0 0.0 -0.07
C 1.301 -4.432 -0.089 0.0 0.0 0.1 -0.06
C 1.610 2.909 -1.591 0.0 0.1 0.0 -0.34
H -1.162 5.177 0.084 0.0 0.0 0.0 0.12
H 4.087 -2.219 -2.135 0.0 0.0 0.0 0.11
C 0.725 -0.426 3.840 0.0 0.2 -0.2 -0.15
H -1.419 5.283 -2.468 0.0 0.0 0.0 0.13
H -3.203 6.081 -0.912 0.0 0.0 0.0 0.13
C -1.699 0.519 -2.790 -0.1 0.2 0.1 -0.21
H 1.209 -4.636 -1.147 0.0 0.0 0.0 0.10
H -1.327 2.703 -4.365 0.1 0.1 -0.1 0.12
H -2.521 4.569 1.038 0.0 -0.1 0.0 0.14
C 3.021 2.195 2.164 0.1 0.0 0.0 -0.08
H -3.664 -1.740 -0.065 0.0 0.0 0.0 0.10



2.
87
Properties=species:S:1:pos:R:3:forces:R:3:lowdin_charge:R:1 method="wB97M-V/def2-TZVPD" s_squared=6.080 homo_lumo_gap_ev="8.2 / 6.6" charge=0 multiplicity=5 lumo_energy_ev="-0.5 / -2.6"
C 2.200 0.912 -4.673 0.0 0.0 0.0 -0.04
C -1.289 -4.843 -3.019 0.1 -0.1 0.0 0.00
Os -1.036 0.780 -0.332 -0.4 0.1 0.3 1.52
C 0.621 -4.293 -1.072 0.2 0.0 0.2 -0.12
C 1.922 -1.502 0.154 0.0 0.0 -0.1 -0.15
C 2.417 -1.161 2.867 0.1 0.0 -0.1 0.00
C 4.802 3.194 2.171 0.1 0.0 0.0 -0.09
C -0.087 -5.523 -2.978 0.0 0.0 0.0 -0.28
C -3.287 -4.220 3.556 0.0 0.0 0.0 0.00
C 2.191 3.463 3.088 0.0 -0.1 0.0 -0.01
H -4.265 -4.185 4.013 0.0 0.0 0.0 0.12
C 3.767 2.612 1.466 0.0 0.0 0.0 -0.02
H 2.634 -1.015 3.914 0.0 0.0 0.1 0.12
C -2.366 -5.157 3.977 0.0 0.0 0.0 -0.28
C 3.231 4.036 3.791 0.1 0.0 0.0 -0.09
H 1.377 -4.084 -0.323 0.0 0.0 0.0 0.10
H 3.036 4.574 4.708 0.0 0.0 0.0 0.11
H -3.620 -2.585 2.232 -0.1 0.2 -0.1 0.08
H 0.480 -0.373 -6.337 0.0 0.0 0.0 0.09
O -2.780 0.678 -1.308 0.4 -0.1 -0.3 -0.26
H 1.174 3.551 3.443 0.0 0.0 0.0 0.12
C 0.031 -0.153 -5.368 0.0 0.0 0.0 -0.03
H -6.405 3.143 -2.395 0.0 0.0 0.0 0.14
H -5.832 2.006 1.706 0.0 0.0 0.0 0.14
C -3.848 1.367 -0.998 -0.3 0.1 0.2 -0.27
C 3.410 -0.973 1.926 0.0 0.0 0.0 -0.28
C 0.469 1.569 0.626 0.1 -0.1 -0.1 -0.21
O -8.109 3.816 -0.851 -0.1 0.0 0.1 0.08
H 2.966 0.980 -3.900 0.0 0.0 0.0 0.09
H 3.966 2.050 0.566 0.0 0.0 -0.1 0.12
C -0.746 -4.362 2.435 0.1 0.0 -0.1 -0.12
H 3.996 -0.974 -0.129 0.1 0.0 -0.1 0.12
O -5.054 2.174 -4.207 0.0 0.2 -0.1 0.09
O -2.187 1.017 1.310 0.3 0.0 -0.1 -0.25
C -5.813 2.656 -1.636 0.2 -0.1 0.2 0.09
H 2.675 0.610 -5.607 0.0 0.0 0.0 0.09
C 4.885 6.838 2.739 0.1 0.1 0.0 -0.04
C -3.460 0.682 1.361 -0.3 -0.3 0.4 -0.58
C 1.128 -0.117 -4.297 0.0 0.0 0.0 -0.62
C -4.300 1.380 0.339 -0.3 0.1 -0.1 -0.05
Sb -1.071 -2.137 0.384 0.6 0.2 0.1 1.58
O 6.629 7.087 4.352 0.0 0.0 0.0 0.01
C -6.214 2.638 -0.311 0.1 0.0 -0.1 -0.12
C -1.522 -3.871 -2.060 -0.1 0.1 0.0 -0.12
F 0.159 -6.464 -3.905 0.0 0.0 0.0 0.07
C 1.386 2.128 1.207 -0.2 -0.1 0.0 -0.05
C -1.651 -3.403 1.988 -0.1 0.0 0.0 -0.37
N -7.467 3.314 0.050 0.1 0.0 0.0 -0.36
O -2.991 2.022 -3.584 -0.1 0.3 -0.1 0.09
C -1.096 -5.249 3.438 -0.1 0.0 0.0 0.00
H 0.375 -1.691 3.159 0.0 0.0 0.0 0.11
O -7.771 3.333 1.226 -0.1 0.0 -0.1 0.08
H -0.410 -5.998 3.802 0.0 0.0 0.0 0.12
H 3.916 7.011 3.207 0.0 0.0 0.0 0.09
S 5.883 4.628 4.250 0.0 0.0 0.0 1.03
C -4.622 2.032 -1.966 -0.1 0.2 0.2 -0.05
H -2.012 -5.072 -3.787 0.0 0.0 0.0 0.12
F -2.713 -6.016 4.952 0.0 0.0 0.0 0.07
C -0.017 0.532 -1.960 0.0 -0.2 0.0 -0.22
C -0.576 -3.589 -1.079 -0.2 0.1 -0.1 -0.38
F 4.639 -0.618 2.344 0.0 0.0 0.0 0.06
H 2.187 -1.819 -5.096 0.0 0.0 0.0 0.09
H -2.457 -3.325 -2.094 0.0 0.0 0.0 0.10
C -2.920 -3.337 2.552 0.1 0.0 0.0 -0.10
H 1.735 -1.608 -0.910 0.0 0.0 0.0 0.08
C 0.525 0.257 -3.021 0.0 0.0 0.0 -0.06
C 3.190 -1.136 0.571 0.0 0.0 0.2 0.00
C 2.451 2.743 1.918 0.1 0.0 0.0 -0.24
O -3.912 -0.097 2.175 0.1 0.3 -0.3 0.10
H 1.803 -5.823 -2.030 0.0 0.0 0.0 0.12
C 1.160 -1.541 2.428 -0.1 0.0 0.1 -0.11
H 5.260 7.781 2.345 0.0 0.0 0.0 0.09
H 1.019 -2.244 -3.837 0.0 0.0 0.0 0.08
H 2.560 -1.491 -3.400 0.0 0.0 0.0 0.08
C -5.479 2.007 0.686 0.0 0.0 -0.3 0.09
C 1.761 -1.507 -4.142 0.0 0.0 0.0 -0.04
H 1.760 1.898 -4.811 0.0 0.0 0.0 0.09
H 4.747 6.114 1.943 0.0 -0.1 -0.1 0.07
C 4.540 3.915 3.331 0.0 0.0 0.0 -0.55
N -4.183 2.102 -3.363 0.1 -0.7 0.1 -0.34
C 5.856 6.364 3.787 0.0 0.1 0.0 -0.73
H -0.705 -0.924 -5.144 0.0 0.0 0.0 0.09
C 0.878 -5.267 -2.021 -0.1 -0.1 -0.1 0.00
C 0.900 -1.718 1.074 0.0 -0.2 -0.1 -0.41
H -0.486 0.802 -5.430 0.0 0.0 0.0 0.09
H 0.246 -4.425 2.005 0.0 0.0 0.0 0.10
H 5.821 3.093 1.824 0.0 0.0 0.0 0.11



3.
106
Properties=species:S:1:pos:R:3:forces:R:3:lowdin_charge:R:1 method="wB97M-V/def2-TZVPD" homo_lumo_gap_ev=7.1 charge=+1 lumo_energy_ev=-4.8
C 2.390 -1.850 2.234 0.6 1.9 0.1 -0.16
C -10.272 5.992 -3.651 1.1 -1.7 0.3 -0.37
F 7.405 -2.248 -0.249 0.3 0.2 -1.5 0.00
H -12.234 8.637 -6.896 -0.1 -0.1 0.0 0.07
O -9.243 6.040 -2.782 -1.0 0.5 -0.4 0.03
C -12.463 8.225 -7.879 0.1 0.2 -0.4 -0.06
C 3.762 -2.368 6.169 -1.0 -0.2 0.6 -0.05
H -1.249 -0.649 -0.709 0.0 0.1 0.1 0.06
N 6.005 -2.210 5.244 1.6 -2.0 0.8 0.06
H 7.340 -5.631 3.499 0.1 0.2 1.7 0.06
H 8.922 -4.717 -3.511 -0.1 -0.1 -0.1 0.08
O -12.898 6.160 -9.100 0.3 -0.4 -1.1 0.02
N 7.150 -4.443 5.372 -0.5 0.6 -2.0 0.12
H -9.205 3.982 -2.424 -0.1 0.2 -0.2 0.13
Br 9.018 -3.703 2.150 -0.6 0.4 0.8 0.38
C -4.511 1.702 -0.749 1.0 -1.7 0.3 -0.37
H 6.530 -5.437 -3.505 0.0 0.3 0.3 0.13
H 8.299 -4.925 -5.164 -0.1 0.0 0.1 0.09
H -0.641 -2.952 1.143 2.0 0.5 -0.1 0.17
H -2.412 0.112 -1.802 0.0 -0.1 0.2 0.08
F -11.670 7.614 -2.601 0.4 -0.5 -0.2 0.16
C 8.212 -4.336 -4.250 0.2 0.4 0.2 -0.06
C 4.555 -1.945 4.844 2.2 0.2 0.0 -0.28
H -7.916 4.932 -1.697 -0.3 0.3 -0.1 0.12
C 6.436 -3.527 4.723 -1.8 2.2 -1.1 -0.18
F -6.095 3.125 -1.843 0.7 -0.7 0.7 0.13
O 7.239 -3.293 7.724 1.1 -0.9 -2.6 0.12
C 4.641 -0.337 4.564 -0.4 0.3 1.5 0.01
H -13.420 8.627 -8.221 0.0 -0.1 0.2 0.09
O -0.183 -1.048 1.724 2.1 -4.6 -1.2 0.02
H 6.703 -1.571 4.827 -0.8 0.0 0.2 0.12
F -4.352 4.077 -0.999 0.0 -0.7 0.0 0.16
C -12.512 6.709 -7.829 0.1 0.4 0.7 -0.20
H 2.532 -5.695 5.190 -0.5 1.8 0.3 0.09
O 1.562 -2.598 1.288 -2.0 0.2 1.2 -0.08
O -3.483 1.747 0.121 -0.9 0.5 -0.4 0.03
H 10.624 -4.011 7.203 -0.9 -1.2 -0.6 0.12
H 5.049 -0.084 3.531 -0.9 -0.4 1.3 0.12
H 6.646 -6.539 4.937 1.1 1.6 -0.2 0.14
H 4.533 -1.306 1.827 -0.7 -1.3 0.5 0.09
H 1.972 -1.966 3.300 0.6 0.2 -1.6 0.13
H 4.437 -2.089 7.068 -1.1 -0.5 -1.6 0.14
H 10.586 -5.766 6.427 -0.6 1.7 0.5 0.12
C 3.418 -3.924 6.285 0.9 -2.3 0.8 -0.33
H -1.173 1.096 -1.043 0.0 -0.1 0.2 0.09
O 7.093 -1.168 2.312 1.3 -2.5 1.3 -0.34
N 4.123 -4.736 7.076 -1.4 3.2 -2.3 0.12
C 0.201 -2.201 1.371 -1.1 3.6 1.2 -0.21
C 6.673 -2.349 -2.532 0.2 -1.2 -1.9 -0.37
H 6.068 -4.009 -4.422 0.1 0.2 0.2 0.13
B 7.700 -4.282 6.778 1.6 0.3 3.6 -0.50
P 6.900 -2.883 2.046 -1.3 1.2 -1.0 0.71
F -12.633 4.191 -11.209 0.2 0.5 0.4 0.16
H 7.952 -1.057 2.797 -0.8 0.4 -0.7 0.05
H 3.850 -3.842 3.570 0.8 1.8 0.8 0.16
H -13.270 6.395 -7.107 0.0 -0.2 -0.4 0.13
C -1.844 0.248 -0.879 -0.2 0.2 -0.4 -0.06
C 3.951 -2.230 2.150 -0.2 -0.7 -0.3 -0.12
F -10.117 8.367 -3.902 0.0 -0.7 0.0 0.16
C 2.181 -4.648 5.519 0.8 0.4 1.1 -0.05
H -3.450 -0.311 0.478 -0.1 0.2 -0.2 0.13
N 5.877 -3.534 3.350 1.7 -0.8 3.5 -0.22
H -6.931 5.390 -3.947 0.0 -0.1 0.2 0.09
H 7.529 -2.386 7.457 -0.8 -0.9 0.4 0.12
O -10.828 6.583 -9.897 -0.8 -0.5 -0.7 0.16
H 9.783 -4.362 5.560 0.7 -0.4 1.5 0.08
H 1.396 -4.835 6.343 1.0 0.5 -1.5 0.10
O 6.693 -3.695 -2.452 -0.2 1.0 0.7 0.02
H -2.158 0.635 1.206 -0.2 0.3 -0.1 0.11
C -8.516 4.812 -2.603 0.5 -0.6 0.0 -0.20
O -4.839 0.717 -1.361 -0.2 1.1 0.3 0.16
F 5.294 -1.925 -0.632 0.3 -0.2 -0.4 0.14
C -11.946 6.160 -10.054 0.5 0.7 1.8 -0.37
C -10.978 7.342 -3.727 -0.8 1.8 -0.1 -0.51
C -7.600 4.541 -3.781 -0.2 0.2 -0.5 -0.06
H 2.312 -0.744 1.912 0.0 -1.8 0.9 0.14
F 3.018 0.735 6.245 1.0 -0.9 -2.8 0.02
F -11.859 7.410 -4.744 0.5 -0.5 0.4 0.15
C 3.276 0.430 4.856 -2.6 1.2 -1.9 -0.30
H 1.765 -4.019 4.660 0.5 -1.0 1.3 0.06
C 7.421 -5.735 4.630 -0.2 -2.0 -0.7 -0.01
F -11.639 5.708 -12.383 -0.1 0.1 0.8 0.16
H 5.406 0.061 5.337 -1.3 -0.6 -1.1 0.15
H 4.075 -3.031 1.323 -0.2 1.3 1.3 0.13
C 6.528 -1.729 -1.146 -0.2 1.3 1.2 -0.50
C -2.759 0.518 0.300 0.6 -0.6 0.1 -0.20
H -11.704 8.576 -8.583 0.0 -0.1 0.1 0.08
H -11.560 6.282 -7.500 -0.1 0.0 -0.3 0.12
H 8.444 -6.180 4.862 -1.4 1.0 -0.1 0.11
H -8.168 4.403 -4.704 0.0 -0.1 0.2 0.08
H 8.510 -3.309 -4.474 -0.1 -0.1 -0.1 0.08
F -5.908 3.326 0.300 0.3 -0.5 -0.2 0.16
O -10.599 5.006 -4.262 -0.2 1.1 0.3 0.16
O 8.757 -5.159 7.254 -1.7 2.2 -1.9 -0.02
H -7.005 3.647 -3.611 -0.2 0.2 -0.1 0.06
C -5.214 3.054 -0.826 -0.8 1.8 -0.1 -0.50
H 4.835 -4.124 7.511 -0.2 -0.5 0.1 0.03
O 2.439 0.776 4.014 3.6 -1.5 3.6 0.13
C 4.509 -2.889 3.535 -2.1 -0.7 -2.2 -0.20
C -12.469 5.525 -11.339 -0.6 -0.7 -1.8 -0.51
F -13.666 6.025 -11.712 0.4 0.0 0.5 0.15
C 10.024 -4.782 6.615 0.1 -0.7 -1.5 -0.06
F 6.731 -0.401 -1.146 0.0 -0.8 -0.4 0.17
H 2.780 -1.793 6.346 1.4 -0.7 -0.7 0.14
C 6.798 -4.397 -3.705 0.2 -0.5 -0.8 -0.20
O 6.735 -1.729 -3.561 -0.1 0.0 1.3 0.18



4.
12
Properties=species:S:1:pos:R:3:forces:R:3:lowdin_charge:R:1 method="wB97M-V/def2-TZVPD" homo_lumo_gap_ev=7.1 charge=-1 lumo_energy_ev=3.3
O -0.833 -0.394 2.130 0.9 -0.1 -1.9 -0.06
I 2.543 1.741 -0.361 0.0 0.0 -0.3 0.11
C 0.066 -0.153 0.925 -2.3 1.2 2.6 -0.50
H -0.498 0.039 2.920 0.6 0.2 -0.4 0.06
H -0.107 0.877 -1.798 0.3 0.4 -0.5 0.04
C -0.352 -0.165 -1.642 4.0 -0.2 0.8 -0.06
O -2.110 0.039 -0.096 -1.0 0.2 -0.2 0.09
C 1.536 0.265 1.346 -2.1 -0.5 -0.4 -0.33
C -0.942 -0.084 -0.304 2.5 -0.4 2.5 -0.41
H 0.707 -0.732 -1.759 -2.8 1.1 0.4 0.13
O 1.124 -0.994 0.885 1.4 -0.9 -0.5 -0.12
H -1.134 -0.437 -2.246 -1.5 -0.9 -2.0 0.04